No. 1
{
  "formula": "C28H36BN9O2Sm",
  "method": "ωB97M-V with the def2-TZVPD basis set",
  "homo_energy_ha": [-0.3984, -0.3978],
  "total_charge": 1,
  "multiplicity": 6,
  "relative_energy_kcal_mol": 37.0,
  "homo_lumo_gap_ev": [8.2, 8.4],
  "s_squared": 8.768,
  "elements": ["Sm", "C", "C", "C", "C", "C", "N", "N", "B", "N", "N", "C", "C", "C", "C", "C", "N", "N", "C", "C", "C", "C", "C", "H", "H", "H", "H", "H", "H", "H", "H", "H", "H", "H", "H", "H", "H", "H", "H", "H", "H", "H", "H", "H", "H", "C", "C", "C", "C", "N", "C", "C", "C", "C", "C", "C", "C", "H", "H", "H", "H", "H", "H", "H", "H", "C", "O", "C", "O", "N", "N", "H", "H", "H", "H", "H", "H"],
  "positions_angstrom": [[9.161, 12.062, 8.144], [16.077, 11.400, 9.578], [14.688, 11.210, 10.166], [14.364, 11.146, 11.551], [13.026, 10.864, 11.591], [12.036, 10.766, 12.733], [12.643, 10.664, 10.316], [13.634, 10.880, 9.409], [11.281, 10.573, 9.686], [11.331, 9.670, 8.406], [10.554, 10.116, 7.388], [10.914, 9.348, 6.341], [10.251, 9.657, 5.013], [11.837, 8.366, 6.671], [12.071, 8.618, 8.038], [13.057, 7.929, 8.919], [9.944, 10.182, 10.520], [8.872, 11.091, 10.375], [7.849, 10.585, 11.070], [6.576, 11.410, 11.097], [8.167, 9.338, 11.592], [9.460, 9.138, 11.309], [10.343, 7.966, 11.612], [16.292, 12.453, 9.343], [16.117, 10.956, 8.633], [16.794, 11.048, 10.382], [14.991, 11.081, 12.406], [12.648, 10.776, 13.683], [11.489, 9.838, 12.720], [11.328, 11.584, 12.771], [11.138, 11.728, 9.243], [9.224, 9.313, 5.101], [10.835, 9.293, 4.184], [10.142, 10.680, 4.808], [12.064, 7.495, 6.091], [12.970, 6.868, 8.799], [12.830, 8.040, 9.975], [14.091, 8.298, 8.743], [5.700, 10.791, 11.325], [6.310, 11.950, 10.224], [6.515, 12.174, 11.898], [7.554, 8.769, 12.284], [9.682, 7.119, 11.796], [10.976, 8.020, 12.531], [11.081, 7.841, 10.789], [6.214, 8.703, 6.747], [5.277, 9.334, 5.957], [5.198, 10.734, 5.811], [6.120, 11.542, 6.518], [7.110, 10.889, 7.254], [7.094, 9.550, 7.290], [6.289, 13.015, 6.543], [5.362, 13.814, 5.910], [5.607, 15.171, 5.820], [6.790, 15.718, 6.326], [7.662, 14.881, 6.944], [7.539, 13.491, 6.998], [6.234, 7.659, 6.896], [4.541, 8.735, 5.327], [4.352, 11.189, 5.272], [7.878, 9.130, 7.827], [4.439, 13.435, 5.520], [4.897, 15.900, 5.460], [6.966, 16.797, 6.347], [8.562, 15.398, 7.308], [11.022, 15.693, 11.146], [11.770, 15.430, 9.966], [11.310, 14.503, 9.139], [10.223, 13.933, 9.294], [12.149, 14.132, 8.113], [11.758, 13.119, 7.246], [9.940, 15.307, 11.027], [10.998, 16.753, 11.375], [11.516, 15.091, 11.906], [12.930, 14.723, 7.948], [12.285, 12.333, 7.400], [11.782, 13.466, 6.309]],
  "lowdin_spin": [5.083, 0.000, 0.000, 0.000, 0.000, 0.000, -0.001, 0.000, -0.002, 0.000, -0.008, 0.000, 0.000, 0.000, 0.000, 0.000, 0.000, -0.008, 0.000, 0.000, 0.000, 0.000, 0.000, 0.000, 0.000, 0.000, 0.000, 0.000, 0.000, 0.000, -0.003, 0.000, 0.000, 0.000, 0.000, 0.000, 0.000, 0.000, 0.000, 0.000, 0.000, 0.000, 0.000, 0.000, 0.000, 0.000, 0.000, 0.000, 0.000, -0.009, 0.000, -0.003, -0.001, 0.001, -0.001, -0.004, -0.034, 0.000, 0.000, 0.000, 0.000, 0.000, 0.000, 0.000, -0.001, 0.000, 0.000, 0.000, -0.006, 0.000, -0.004, 0.000, 0.000, 0.000, 0.000, 0.000, 0.000]
}

---

No. 2
{
  "formula": "F10K2N5O20S10",
  "method": "ωB97M-V with the def2-TZVPD basis set",
  "homo_energy_ha": -0.1187,
  "total_charge": -3,
  "homo_lumo_gap_ev": 7.9,
  "elements": ["K", "K", "N", "S", "O", "O", "F", "S", "O", "O", "F", "N", "S", "O", "O", "F", "S", "O", "O", "F", "N", "S", "O", "O", "F", "S", "O", "O", "F", "N", "S", "O", "O", "F", "S", "O", "O", "F", "N", "S", "O", "O", "F", "S", "O", "O", "F"],
  "positions_angstrom": [[3.638, -1.973, 1.944], [-1.657, -0.370, -2.949], [1.734, -5.335, -0.468], [3.336, -5.331, -0.533], [3.936, -6.566, -0.171], [3.973, -4.142, -0.077], [3.413, -5.285, -2.107], [1.410, -5.449, 1.068], [1.916, -4.388, 1.889], [1.456, -6.786, 1.573], [-0.131, -5.112, 1.013], [-5.652, 1.000, -0.397], [-6.742, -0.106, 0.049], [-7.169, 0.016, 1.401], [-6.634, -1.379, -0.572], [-7.959, 0.583, -0.749], [-4.264, 0.477, 0.173], [-3.682, -0.612, -0.563], [-4.179, 0.436, 1.590], [-3.386, 1.714, -0.247], [0.222, -0.835, -0.979], [-0.114, -1.022, 0.633], [-0.767, 0.048, 1.280], [0.852, -1.797, 1.350], [-1.264, -2.093, 0.431], [1.366, 0.286, -0.847], [2.602, -0.107, -0.257], [0.889, 1.587, -0.557], [1.681, 0.392, -2.415], [-1.043, 4.588, -2.870], [-2.401, 3.788, -3.245], [-2.360, 2.376, -3.028], [-3.118, 4.255, -4.379], [-3.260, 4.375, -2.066], [-0.034, 4.134, -4.025], [-0.471, 4.384, -5.365], [0.655, 2.908, -3.759], [1.114, 5.219, -3.770], [3.308, 2.687, 3.281], [4.756, 2.066, 3.414], [5.060, 0.959, 2.559], [5.287, 2.069, 4.735], [5.582, 3.242, 2.707], [2.379, 1.431, 3.752], [2.418, 1.264, 5.162], [2.293, 0.264, 2.932], [1.012, 2.141, 3.461]],
  "nbo_charge": [0.973, 0.980, -1.171, 2.497, -0.944, -0.965, -0.501, 2.492, -0.962, -0.945, -0.492, -1.172, 2.475, -0.934, -0.933, -0.530, 2.493, -0.984, -0.921, -0.487, -1.207, 2.459, -0.878, -0.951, -0.502, 2.461, -0.948, -0.899, -0.519, -1.136, 2.488, -0.981, -0.941, -0.492, 2.461, -0.945, -0.934, -0.513, -1.126, 2.468, -0.964, -0.948, -0.519, 2.472, -0.943, -0.947, -0.483]
}

---

No. 3
{
  "formula": "C31H47N6O9RhSSe2Si",
  "method": "ωB97M-V with the def2-TZVPD basis set",
  "homo_energy_ha": -0.4656,
  "total_charge": 2,
  "relative_energy_kcal_mol": 7.4,
  "homo_lumo_gap_ev": 7.5,
  "elements": ["Rh", "Se", "Se", "C", "C", "C", "C", "C", "N", "C", "C", "C", "C", "C", "N", "H", "H", "H", "H", "H", "H", "H", "H", "C", "C", "C", "C", "O", "Si", "S", "O", "C", "C", "C", "C", "O", "C", "C", "C", "C", "H", "H", "H", "H", "H", "H", "H", "H", "H", "H", "H", "H", "H", "H", "H", "H", "H", "H", "H", "H", "H", "H", "H", "H", "H", "H", "H", "N", "C", "C", "N", "H", "H", "H", "H", "H", "H", "H", "H", "H", "O", "C", "O", "C", "C", "C", "C", "C", "C", "N", "O", "O", "N", "O", "O", "H", "H", "H"],
  "positions_angstrom": [[2.066, 0.385, 0.923], [1.269, -0.055, -1.337], [1.164, -1.656, 1.742], [-0.850, 0.665, 1.707], [-2.041, 1.326, 2.008], [-2.014, 2.671, 2.304], [-0.788, 3.330, 2.327], [0.342, 2.617, 2.007], [0.326, 1.313, 1.667], [3.042, -0.713, -1.354], [3.796, -1.257, -2.382], [5.082, -1.675, -2.093], [5.585, -1.545, -0.801], [4.780, -0.987, 0.167], [3.538, -0.580, -0.114], [-2.966, 0.768, 2.023], [-2.929, 3.198, 2.537], [-0.710, 4.377, 2.580], [1.312, 3.094, 1.992], [3.380, -1.342, -3.376], [5.698, -2.105, -2.872], [6.583, -1.875, -0.551], [5.113, -0.871, 1.189], [-1.348, -5.704, -1.784], [-0.781, -4.331, -2.079], [0.328, -3.920, -1.131], [-0.384, -4.171, -3.531], [-1.867, -3.325, -1.881], [-2.714, -2.853, -0.650], [-0.934, -1.054, 1.380], [-2.713, -3.724, 0.650], [-3.541, -3.938, 1.872], [-2.541, -4.285, 2.957], [-4.459, -5.098, 1.543], [-4.312, -2.673, 2.191], [-3.663, -1.612, -0.790], [-3.847, -0.609, -1.891], [-4.641, 0.507, -1.247], [-4.616, -1.304, -2.995], [-2.477, -0.139, -2.341], [-0.574, -6.455, -1.944], [-2.181, -5.932, -2.448], [-1.679, -5.777, -0.747], [1.235, -4.500, -1.299], [0.027, -4.069, -0.091], [0.537, -2.860, -1.288], [0.411, -4.877, -3.770], [-0.021, -3.160, -3.720], [-1.230, -4.372, -4.187], [-1.970, -5.172, 2.684], [-3.070, -4.490, 3.888], [-1.856, -3.455, 3.128], [-3.883, -5.976, 1.252], [-5.146, -4.836, 0.737], [-5.053, -5.354, 2.421], [-3.631, -1.838, 2.363], [-4.888, -2.833, 3.102], [-5.006, -2.414, 1.392], [-5.587, 0.133, -0.857], [-4.850, 1.278, -1.988], [-4.071, 0.963, -0.437], [-5.572, -1.678, -2.627], [-4.039, -2.131, -3.413], [-4.815, -0.596, -3.799], [-1.910, 0.253, -1.495], [-2.590, 0.672, -3.059], [-1.917, -0.945, -2.815], [5.259, 3.714, 3.077], [4.465, 2.637, 3.740], [4.351, 1.450, 2.785], [3.072, 0.721, 2.891], [5.274, 4.566, 3.637], [4.748, 3.934, 2.128], [6.226, 3.438, 2.913], [3.483, 3.074, 3.926], [4.916, 2.385, 4.698], [5.175, 0.750, 2.920], [4.415, 1.829, 1.764], [2.348, 1.288, 3.325], [3.152, -0.107, 3.474], [3.834, 4.185, 0.982], [3.045, 3.510, 0.273], [3.004, 2.254, 0.228], [2.085, 4.284, -0.586], [2.302, 5.624, -0.884], [1.352, 6.301, -1.623], [0.171, 5.718, -2.044], [-0.020, 4.394, -1.703], [0.924, 3.660, -1.014], [-1.293, 3.737, -2.049], [-2.048, 4.319, -2.789], [-1.514, 2.651, -1.536], [1.590, 7.726, -1.953], [2.646, 8.200, -1.598], [0.728, 8.295, -2.579], [3.193, 6.135, -0.549], [-0.566, 6.280, -2.599], [0.750, 2.615, -0.809]],
  "lowdin_charge": [0.570, 0.789, 0.381, -0.643, -0.068, -0.016, -0.021, -0.122, -0.095, -0.656, -0.056, -0.028, -0.035, -0.099, -0.151, 0.111, 0.129, 0.123, 0.103, 0.119, 0.124, 0.117, 0.108, -0.010, -0.577, -0.046, -0.010, -0.083, 0.414, 0.488, -0.109, -0.584, -0.011, -0.009, -0.024, -0.094, -0.571, -0.007, -0.009, -0.041, 0.106, 0.101, 0.080, 0.108, 0.068, 0.026, 0.102, 0.091, 0.098, 0.098, 0.104, 0.072, 0.096, 0.097, 0.105, 0.062, 0.108, 0.090, 0.098, 0.106, 0.078, 0.100, 0.089, 0.106, 0.047, 0.104, 0.080, 0.155, -0.127, -0.220, -0.033, 0.168, 0.087, 0.169, 0.130, 0.134, 0.124, 0.085, 0.078, 0.087, 0.008, -0.553, -0.123, -0.090, 0.094, -0.092, 0.108, -0.097, 0.044, -0.327, 0.127, 0.046, -0.348, 0.104, 0.113, 0.137, 0.142, 0.050]
}

---

The following M values (in g mol⁻¹) correspond, in order, to the records above: 691.83; 978.86; 968.73.